C9H9FN | ωB97M-V with the def2-TZVPD basis set

2S+1	3
E_LUMO (alpha / beta)	-0.1889 / -0.2856	Ha
orbital gap (alpha / beta)	7.4 / 6.1	eV
total charge	+1

Bonds (Å) are listed after each position.
Element x y z (Å)
1 C 2.7783 0.6100 0.1033  C4 1.302, N10 1.283, H12 1.016
2 C 1.0006 2.1252 -0.2433  C7 1.372, N10 1.320, H13 1.133
3 C 0.4314 -0.1756 0.0495  C4 1.420, C5 1.423, C7 1.486
4 C 1.8465 -0.2983 0.0529  C1 1.302, C3 1.420
5 C -0.2878 -1.4030 0.0682  C3 1.423, C6 1.400, C8 1.477
6 C 0.5011 -2.5562 -0.0264  C5 1.400, F11 1.324, H14 1.030
7 C -0.0264 1.2330 -0.0677  C2 1.372, C3 1.486, C9 1.485
8 C -1.7573 -1.5435 0.0299  C5 1.477, H15 1.166, H16 1.133, H17 1.119
9 C -1.4502 1.6517 -0.0172  C7 1.485, H18 1.092, H19 1.128, H20 1.126
10 N 2.2586 1.7724 -0.0571  C1 1.283, C2 1.320
11 F 1.8167 -2.4130 -0.0486  C6 1.324
12 H 3.7845 0.4700 0.1390  C1 1.016
13 H 0.6715 3.2011 -0.1088  C2 1.133
14 H 0.2828 -3.5532 0.1097  C6 1.030
15 H -2.3807 -1.0009 -0.7924  C8 1.166
16 H -2.0966 -1.0301 0.9818  C8 1.133
17 H -1.9737 -2.6049 -0.2514  C8 1.119
18 H -2.0984 0.7845 0.1249  C9 1.092
19 H -1.9233 2.2837 -0.8224  C9 1.128
20 H -1.3775 2.4470 0.7759  C9 1.126